The following is a quantum chemistry calculation of a molecular structure, C38H40N2OS at a distorted geometry, from the Open Molecules 2025 dataset.

Atoms and positions in Å:
C  -1.189  -4.132  -2.743
C  -1.435  -2.986  -3.100
C  -1.419  -1.432  -3.185
C  -0.204  -0.776  -3.752
C  -0.039  0.762  -3.858
O  1.185  1.263  -4.377
C  2.173  0.904  -3.341
C  3.538  1.687  -3.497
C  4.341  1.623  -2.090
C  3.997  0.336  -1.217
C  -1.137  1.621  -3.380
C  -1.041  3.202  -3.408
C  -0.467  3.630  -1.956
C  -2.396  0.925  -2.829
N  -3.509  1.619  -2.348
S  -4.617  0.452  -1.859
N  -3.838  -1.021  -2.185
C  -2.611  -0.618  -2.705
H  -0.832  -5.141  -2.404
H  0.603  -1.481  -4.096
H  2.425  -0.207  -3.397
H  1.647  1.118  -2.351
H  4.225  1.155  -4.240
H  3.435  2.751  -3.854
H  4.076  2.568  -1.511
H  5.460  1.571  -2.305
H  3.872  -0.616  -1.824
H  2.976  0.535  -0.743
H  4.714  0.162  -0.356
H  -2.089  3.632  -3.533
H  -0.354  3.556  -4.227
H  -0.949  2.910  -1.216
H  0.660  3.537  -1.987
H  -0.795  4.685  -1.680
C  5.157  -2.148  2.973
C  5.067  -3.525  3.148
C  3.874  -4.185  2.876
C  2.773  -3.469  2.419
C  2.864  -2.094  2.240
C  4.054  -1.432  2.521
H  6.086  -1.633  3.188
H  5.928  -4.083  3.498
H  3.802  -5.257  3.019
H  1.844  -3.984  2.202
H  2.005  -1.536  1.882
H  4.122  -0.359  2.386
C  -2.930  8.916  -0.165
C  -2.787  7.988  0.860
C  -3.016  6.639  0.615
C  -3.380  6.216  -0.659
C  -3.519  7.144  -1.686
C  -3.298  8.494  -1.438
H  -2.754  9.968  0.027
H  -2.497  8.316  1.852
H  -2.911  5.916  1.416
H  -3.554  5.163  -0.852
H  -3.801  6.814  -2.680
H  -3.412  9.218  -2.237
C  6.027  -9.164  5.420
C  7.316  -9.085  4.906
C  7.806  -7.870  4.440
C  7.010  -6.732  4.498
C  5.722  -6.810  5.016
C  5.229  -8.027  5.473
H  5.644  -10.113  5.780
H  7.940  -9.971  4.867
H  8.809  -7.810  4.033
H  7.394  -5.783  4.139
H  5.101  -5.922  5.062
H  4.222  -8.089  5.871
C  -8.826  2.163  -0.097
C  -9.949  1.877  0.670
C  -10.154  0.588  1.150
C  -9.231  -0.413  0.871
C  -8.105  -0.126  0.107
C  -7.905  1.160  -0.380
H  -8.667  3.167  -0.474
H  -10.666  2.659  0.894
H  -11.034  0.364  1.743
H  -9.388  -1.416  1.250
H  -7.384  -0.907  -0.109
H  -7.030  1.382  -0.980

Results
HOMO energy   -0.3120 hartree
Max |F|   4.28 eV/A
Calculated total energy   -2054.71061 Eh
Multiplicity   1
Total charge   0

Here are the Löwdin charges for atoms 1 to 8, given in e: 0.0829, -0.0902, -0.1285, 0.0723, -0.1902, -0.0958, -0.2042, -0.1595


The following is a quantum chemistry calculation of C5H7NO in the gas phase at a distorted geometry, from the Open Molecules 2025 dataset.

Atoms and positions in Å:
C  1.671  -0.103  -0.647
C  0.398  -0.822  -0.266
O  0.669  -1.107  1.081
C  -0.142  -0.357  1.813
C  -1.143  0.186  1.069
C  -0.796  -0.119  -0.288
N  -1.367  0.445  -1.416
H  1.619  0.451  -1.583
H  1.758  0.628  0.183
H  2.559  -0.736  -0.590
H  0.292  -0.073  2.754
H  -1.916  0.857  1.420
H  -2.270  0.875  -1.285
H  -1.331  -0.125  -2.246

Results
HOMO energy   -0.2814 hartree
Max |F|   1.18 eV/A
SMILES string   Cc1occc1N
Calculated total energy   -324.63859 Eh
Multiplicity   1
Total charge   0

Here are the Löwdin charges for atoms 1 to 8, given in e: -0.0351, -0.2635, -0.0369, -0.1325, -0.0001, -0.3101, 0.1153, 0.0751


The following is a quantum chemistry calculation of a molecular structure, C3H3AlO2 at a distorted geometry, from the Open Molecules 2025 dataset.

Atoms and positions in Å:
O  -0.368  0.695  -0.953
O  0.102  0.016  1.109
C  0.983  0.788  -0.748
C  1.276  0.232  0.434
C  -0.937  0.085  0.172
H  1.563  1.413  -1.419
H  -2.505  -2.467  0.235
Al  -2.319  -0.932  0.178
H  2.205  0.170  0.991

Results
HOMO energy (spin up / spin down)   -0.4516 / -0.5424 hartree
Max |F|   8.09 eV/A
Calculated total energy   -508.60545 Eh
<S²>   0.757
Multiplicity   2
Total charge   +1

Here are the Löwdin charges for atoms 1 to 8, given in e: 0.0184, 0.0188, -0.0189, -0.0160, -0.3470, 0.1585, -0.0620, 1.0909


The following is a quantum chemistry calculation of a molecular structure, C30H52BrN3P2STi at a distorted geometry, from the Open Molecules 2025 dataset.

Atoms and positions in Å:
N  -5.792  3.364  -4.263
C  -5.682  3.730  -2.994
C  -4.835  3.061  -2.100
C  -4.013  2.033  -2.590
C  -4.105  1.697  -3.951
C  -5.005  2.417  -4.756
C  -2.837  1.602  -1.745
Ti  -1.357  0.559  -0.823
P  4.138  -0.574  -0.482
C  -1.553  1.833  -2.323
C  -0.489  2.350  -1.450
C  0.694  1.562  -1.349
C  1.710  1.996  -0.475
C  1.537  3.038  0.441
C  0.338  3.786  0.365
C  -0.673  3.433  -0.543
Br  2.666  3.163  1.936
H  -3.007  1.845  -0.676
H  -1.442  1.769  -3.406
H  -4.795  3.380  -1.059
H  -3.482  0.943  -4.423
H  -6.293  4.562  -2.650
H  -5.109  2.208  -5.821
H  0.907  0.803  -2.119
H  -1.596  4.012  -0.652
H  2.638  1.429  -0.512
H  0.240  4.645  1.030
P  -1.273  -1.901  -1.090
C  4.740  1.149  -0.596
C  6.210  1.289  -1.004
H  4.550  1.655  0.362
H  4.186  1.689  -1.378
H  6.478  2.354  -0.951
H  6.874  0.719  -0.348
H  6.355  0.958  -2.040
C  3.407  -0.857  -2.119
C  4.379  -1.777  -2.867
H  3.289  0.106  -2.633
H  2.412  -1.307  -2.022
H  4.049  -1.980  -3.887
H  5.375  -1.323  -2.919
H  4.478  -2.732  -2.342
C  3.062  -0.856  0.964
C  3.870  -1.605  2.039
H  2.202  -1.452  0.633
H  2.696  0.107  1.337
H  3.218  -2.217  2.673
H  4.605  -2.275  1.572
H  4.412  -0.900  2.681
C  -1.007  -2.756  0.511
C  -1.521  -4.188  0.647
H  -1.460  -2.112  1.282
H  0.075  -2.729  0.703
H  -2.605  -4.232  0.801
H  -1.278  -4.809  -0.221
H  -1.062  -4.672  1.519
C  -0.071  -2.596  -2.258
C  -0.298  -2.231  -3.715
H  -0.032  -3.686  -2.144
H  0.905  -2.223  -1.932
H  -1.263  -2.581  -4.085
H  -0.259  -1.153  -3.899
H  0.467  -2.683  -4.353
C  -2.948  -2.420  -1.659
C  -4.078  -1.796  -0.851
H  -2.972  -3.520  -1.626
H  -3.026  -2.129  -2.718
H  -4.275  -0.761  -1.157
H  -4.999  -2.369  -1.011
H  -3.885  -1.782  0.229
C  -0.981  -2.029  5.544
C  -0.396  -1.462  4.260
N  -1.401  -0.706  3.475
C  -1.108  0.401  2.775
S  -2.099  0.864  1.420
N  -0.105  1.204  3.222
C  -0.144  1.692  4.632
C  1.193  2.281  5.048
H  -1.554  -1.270  6.094
H  -0.162  -2.376  6.187
H  -1.629  -2.889  5.332
H  0.444  -0.790  4.457
H  -0.017  -2.274  3.621
H  -2.187  -1.245  3.113
H  0.153  1.936  2.552
H  -0.940  2.456  4.727
H  -0.413  0.847  5.281
H  1.438  3.181  4.468
H  1.118  2.567  6.104
H  2.005  1.547  4.951

Results
HOMO energy (spin up / spin down)   -0.4336 / -0.4343 hartree
Max |F|   3.06 eV/A
Calculated total energy   -5842.29945 Eh
<S²>   2.019
Multiplicity   3
Total charge   +2

Here are the Löwdin charges for atoms 1 to 8, given in e: 0.0582, -0.1237, -0.0164, -0.2077, -0.0253, -0.1230, -0.2362, 0.4607


The following is a quantum chemistry calculation of 2 unconnected molecules or ions with the total composition C7H16P at a distorted geometry, from the Open Molecules 2025 dataset.

Atoms and positions in Å:
C  1.908  -0.191  -0.760
C  3.004  -0.003  -0.215
C  4.512  -0.317  -0.556
C  2.925  0.540  1.294
C  -2.923  0.496  1.513
C  -2.864  1.043  -1.342
C  -2.467  -1.637  -0.475
P  -1.908  0.067  -0.113
H  0.858  -0.143  -0.856
H  4.601  -0.626  -1.607
H  4.948  0.773  -0.565
H  4.946  -0.990  0.225
H  1.975  0.585  1.583
H  3.436  1.461  1.130
H  3.480  -0.194  1.767
H  -3.899  0.004  1.405
H  -3.096  1.580  1.443
H  -2.282  0.016  2.240
H  -3.947  0.634  -1.424
H  -2.420  1.055  -2.429
H  -2.902  2.072  -0.862
H  -2.275  -2.102  -1.397
H  -3.568  -1.853  -0.382
H  -2.040  -2.270  0.383

Results
HOMO energy   -0.4328 hartree
Max |F|   4.11 eV/A
Calculated total energy   -617.22306 Eh
Multiplicity   1
Total charge   +1

Here are the Löwdin charges for atoms 1 to 8, given in e: 0.3992, -0.2893, 0.0170, 0.0943, -0.2388, -0.3598, -0.3515, 0.7679


The following is a quantum chemistry calculation of C10H10ClPS in the gas phase at a distorted geometry, from the Open Molecules 2025 dataset.

Atoms and positions in Å:
C  2.062  1.197  -2.782
C  1.157  0.046  -3.104
C  -2.118  0.349  1.503
C  -2.173  -0.081  2.746
C  2.204  1.270  -1.456
C  0.763  -0.500  -1.924
C  -0.992  -0.251  0.746
C  -1.201  -1.120  2.871
C  1.307  0.290  -0.729
C  -0.520  -1.298  1.692
P  -0.119  1.352  -0.030
S  -1.236  2.258  -1.276
Cl  0.508  2.198  1.587
H  2.432  1.861  -3.595
H  1.039  -0.351  -4.109
H  -2.768  1.142  1.081
H  -2.945  0.160  3.447
H  2.848  1.942  -0.815
H  0.155  -1.327  -1.710
H  -1.299  -0.590  -0.308
H  -1.121  -1.700  3.714
H  1.967  -0.205  -0.032
H  0.455  -1.842  1.580

Results
HOMO energy (spin up / spin down)   -0.2067 / -0.3145 hartree
Max |F|   7.13 eV/A
Calculated total energy   -1586.60090 Eh
<S²>   2.011
Multiplicity   3
Total charge   0

Here are the Löwdin charges for atoms 1 to 8, given in e: -0.0832, -0.0710, -0.2058, -0.1102, -0.1497, -0.1066, -0.4354, -0.0858